Record 1
Formula: C3H6O2S
Source: the Open Molecules 2025 dataset
Level of theory: wB97M-V/def2-TZVPD

```
12
Properties=species:S:1:pos:R:3:forces:R:3
C 0.540721 -1.814257 0.126190 -3.300 1.553 0.877
C 1.053013 0.749606 0.042133 -3.153 1.156 -1.930
C 0.041919 -0.223215 0.587207 3.150 -3.163 -0.574
O -0.142028 -4.146806 -0.767812 -0.390 -0.669 0.103
O -1.137843 0.069211 -0.024892 0.455 2.727 -0.183
S -0.679457 -2.922796 -0.168542 2.990 1.883 -0.006
H 1.600343 -2.009745 0.101162 0.109 -0.320 -0.283
H 0.657332 0.963896 -1.018270 1.411 -0.681 1.171
H 2.066146 0.612376 0.172454 2.102 -0.982 -0.080
H 0.864542 1.695992 0.486500 -0.311 1.010 0.783
H 0.014048 -0.258026 1.678486 -0.212 0.150 0.054
H -1.601103 -0.701319 0.062474 -2.852 -2.663 0.068
```
Forces are in eV/Å.

The electronic energy comes out at -666.47482 Eh. The strongest force on any atom is 0.0875 hartree/bohr. The total charge is 0. For the frontier orbital gap (alpha / beta), the calculation gives 9.13 / 9.13 eV. The calculation puts the relative energy (zero: lowest compared OMol25 entry of this formula, charge and spin) at 74.8 kcal/mol. The calculation puts the lowest unoccupied orbital energy (alpha / beta) at -0.40 / -0.40 eV. As for the HOMO energy (alpha / beta): -9.523 / -9.523 eV.



Record 2
Formula: C5H3N3
Source: the Open Molecules 2025 dataset
Level of theory: wB97M-V/def2-TZVPD

```
11
Properties=species:S:1:pos:R:3:forces:R:3
C -2.289346 -0.345512 -0.020811 0.292 -0.780 0.307
C -0.986207 0.025088 0.081422 2.092 -1.380 -0.663
C 0.316232 -0.784564 -0.382773 -1.749 2.656 0.497
C 1.205466 0.381519 -0.384304 0.280 -0.401 -1.382
C 1.763446 -0.879694 0.072444 0.723 -1.299 -1.477
N -3.309251 -0.882636 0.020671 -1.348 -0.217 -0.176
N 0.783263 1.555369 -0.061493 0.125 -1.486 0.343
N -0.584904 1.322004 0.076396 -0.213 1.901 -0.104
H 1.943564 -0.928665 1.115788 0.737 -0.422 0.892
H 2.344050 -1.590206 -0.661139 -0.923 1.559 1.633
H -1.186311 2.127292 0.143794 -0.017 -0.131 0.129
```
Forces are in eV/Å.

The electronic energy comes out at -356.30017 Eh. The strongest force on any atom is 0.0626 hartree/bohr. The total charge is 0. For the frontier orbital gap (alpha / beta), the calculation gives 7.12 / 7.07 eV. As for the expectation value of S²: 2.016. The calculation puts the relative energy (zero: lowest compared OMol25 entry of this formula, charge and spin) at 28.7 kcal/mol. Its multiplicity is 3. The calculation puts the lowest unoccupied orbital energy (alpha / beta) at 0.39 / -2.79 eV. As for the HOMO energy (alpha / beta): -6.738 / -9.861 eV.



Record 3
Formula: C24H32F6IN4O4RhSb
Source: the Open Molecules 2025 dataset
Level of theory: wB97M-V/def2-TZVPD

```
73
Properties=species:S:1:pos:R:3:forces:R:3
Rh 0.430643 0.299802 0.345240 -0.274 -0.108 0.213
C -0.689724 -4.262986 -0.208230 -0.004 -0.011 0.004
C -1.811345 -3.442217 0.314839 -0.014 -0.023 -0.049
N -2.860939 -4.037366 0.831835 0.024 0.099 0.009
C -3.847391 -3.277535 1.308713 -0.048 -0.035 -0.012
C -3.849767 -1.860863 1.370654 0.007 -0.086 -0.033
C -5.046672 -1.199716 2.031903 0.000 0.004 0.025
O -5.590368 -0.123719 1.290950 0.020 -0.018 -0.031
C -2.755652 -1.187611 0.865720 0.010 0.058 0.031
C -2.722179 0.280348 0.967000 0.030 -0.108 0.015
N -1.691194 1.039304 1.010453 0.012 0.107 -0.038
C -1.923513 2.427138 1.343183 0.002 -0.033 0.010
C -3.156086 2.887823 1.824127 0.024 -0.026 0.010
C -3.361577 4.217496 2.138154 -0.009 0.002 -0.004
C -2.334624 5.138259 2.003559 0.014 0.009 0.005
C -1.094752 4.707329 1.568393 -0.046 -0.017 0.009
C -0.899409 3.370295 1.252472 0.022 -0.033 -0.007
I 1.048250 2.884095 0.676802 0.245 0.315 0.047
C -1.708566 -1.978211 0.263679 -0.072 0.152 -0.077
O -0.715816 -1.470576 -0.303685 0.240 -0.240 0.076
H -0.741288 -5.261555 0.217411 -0.013 -0.003 -0.011
H 0.274475 -3.801676 0.000509 -0.002 -0.008 -0.001
H -0.783130 -4.354919 -1.295202 0.006 0.017 -0.004
H -4.715827 -3.818342 1.669901 -0.001 0.014 0.021
H -4.738353 -0.799809 3.001247 -0.006 0.023 -0.008
H -5.802553 -1.959653 2.234992 0.014 -0.001 0.017
H -6.267414 -0.449465 0.688722 -0.017 0.017 0.004
H -3.711193 0.703536 1.079311 -0.013 -0.017 0.000
H -3.982554 2.211623 1.986170 -0.014 0.010 0.003
H -4.330018 4.529881 2.503236 -0.001 -0.001 0.005
H -2.486639 6.178318 2.256006 -0.004 0.003 -0.004
H -0.276977 5.410142 1.484811 0.003 0.001 0.001
C 1.907324 -1.692967 4.096619 0.027 0.022 0.029
C 0.477988 -1.396536 4.545188 -0.014 -0.003 -0.010
C -0.224729 -1.106764 3.231020 -0.054 0.028 0.047
O 0.789531 -0.549596 2.356440 -0.049 -0.078 -0.097
C 2.117282 -0.700426 2.973587 0.002 0.041 0.005
H 1.998465 -2.717178 3.732737 -0.010 0.007 -0.020
H 2.634658 -1.548476 4.892410 0.007 -0.025 -0.001
H 0.450301 -0.522406 5.196145 0.003 0.013 -0.015
H 0.016301 -2.229640 5.071122 -0.001 0.012 0.019
H -1.031616 -0.379365 3.316889 0.001 -0.011 -0.009
H -0.605382 -2.023795 2.770666 0.023 0.001 -0.010
H 2.424161 0.281618 3.332530 -0.015 0.006 -0.009
H 2.803027 -1.036410 2.204868 0.034 -0.017 -0.064
F 2.482275 -0.560677 -0.198769 0.044 0.061 -0.130
Sb 4.221380 0.355762 -0.433321 0.002 -0.059 0.208
F 3.210378 1.685071 -1.367773 -0.082 0.078 -0.109
F 3.783213 1.289546 1.144704 -0.050 0.006 -0.001
F 5.804455 1.279032 -0.711072 0.014 -0.014 -0.035
F 4.963358 -1.063869 0.515233 0.010 0.004 -0.023
F 4.315760 -0.558500 -2.085050 -0.013 -0.053 -0.002
C 1.348039 -1.875354 -2.790481 0.018 0.018 -0.004
N 1.704282 -0.643574 -3.472069 -0.263 0.292 -0.092
C 2.659882 -0.781695 -4.576684 0.117 -0.068 0.031
C 2.560622 0.378786 -5.533251 -0.097 -0.063 -0.024
C 2.645476 1.664160 -4.750607 0.033 0.011 0.060
N 1.643896 1.669715 -3.692575 -0.026 0.358 -0.130
C 1.168812 2.947927 -3.209387 -0.033 -0.089 -0.102
C 1.221862 0.536640 -2.996858 0.395 -0.382 0.209
O 0.480823 0.666324 -2.023716 -0.163 -0.247 -0.123
H 1.286780 -2.666059 -3.534962 -0.010 -0.005 0.026
H 0.404310 -1.753508 -2.273705 -0.034 0.039 0.078
H 2.132705 -2.117004 -2.071083 0.014 -0.007 0.061
H 2.439021 -1.725299 -5.072448 -0.024 0.017 0.008
H 3.652853 -0.870606 -4.120784 -0.034 0.070 -0.074
H 1.608790 0.339879 -6.067964 0.030 0.012 -0.047
H 3.359599 0.330843 -6.270402 0.032 0.013 0.031
H 2.479092 2.544295 -5.368245 -0.008 0.006 0.019
H 3.620537 1.784073 -4.255223 0.004 -0.045 0.023
H 1.287099 3.688004 -3.994238 0.009 0.012 0.008
H 1.767909 3.226887 -2.336974 0.011 -0.016 0.013
H 0.131632 2.851973 -2.895391 0.012 -0.006 0.032
```
Forces are in eV/Å.

The electronic energy comes out at -2700.91381 Eh. The strongest force on any atom is 0.0114 hartree/bohr. The total charge is +2. For the frontier orbital gap (alpha / beta), the calculation gives 7.92 / 5.07 eV. As for the expectation value of S²: 8.814. The calculation puts the relative energy (zero: lowest compared OMol25 entry of this formula, charge and spin) at 5.2 kcal/mol. Its multiplicity is 6. The calculation puts the lowest unoccupied orbital energy (alpha / beta) at -6.25 / -9.25 eV. As for the HOMO energy (alpha / beta): -14.171 / -14.322 eV.



Q: Among the records above, which one has the highest relative energy (zero: lowest compared OMol25 entry of this formula, charge and spin)?
A: C3H6O2S



Q: total charge of number 3 (C24H32F6IN4O4RhSb)?
A: +2



Q: Look up the electronic energy of the first one.
A: -666.47482 Eh



Q: Which of these has the highest relative energy (zero: lowest compared OMol25 entry of this formula, charge and spin)?
A: C3H6O2S